Formula: C16H32NO3
Source: the OMol25 dataset
Level of theory: ωB97M-V with the def2-TZVPD basis set

SMILES: CCCC[C@@H](CC)[C@H]1OC[C@@H](C[N+]2(C)CCOCC2)O1
M in g mol⁻¹: 286.44
Relative energy (zero: lowest compared OMol25 entry of this formula, charge and spin) in kcal per mole: 0.0
Total charge: +1
Calculated total energy in eV: -24737.148
Frontier orbital gap in eV: 10.820
E_HOMO in eV: -13.13

Atoms and positions in Å:
C: 0.955 3.935 -0.200
H: 1.152 4.998 -0.089
C: 2.112 3.119 0.366
C: 1.884 1.618 0.197
H: 0.946 1.350 0.684
C: 3.010 0.791 0.808
H: 3.957 1.149 0.407
H: 3.022 0.934 1.889
C: 2.905 -0.708 0.513
C: 1.634 -1.331 1.101
O: 1.220 -0.737 2.291
C: -0.097 -1.167 2.480
H: -0.613 -0.438 3.104
H: -0.126 -2.153 2.959
C: -0.655 -1.269 1.025
O: 0.502 -1.198 0.225
H: -1.153 -2.237 0.886
C: -1.634 -0.117 0.740
H: -2.486 -0.253 1.410
H: -1.140 0.827 0.982
N: -2.147 -0.006 -0.661
C: -1.067 0.504 -1.529
H: -0.189 -0.128 -1.408
H: -1.373 0.503 -2.571
H: -0.809 1.521 -1.239
C: -2.631 -1.329 -1.147
H: -1.773 -1.982 -1.304
H: -3.280 -1.750 -0.375
C: -3.437 -1.220 -2.449
O: -4.503 -0.318 -2.318
C: -4.043 0.966 -1.991
H: -4.929 1.596 -1.896
C: -3.301 0.941 -0.650
H: -2.945 1.938 -0.393
H: -4.009 0.606 0.112
H: -3.412 1.372 -2.793
H: -3.882 -2.191 -2.670
H: -2.793 -0.937 -3.293
H: 1.785 -2.419 1.255
H: 2.843 -0.863 -0.570
C: 4.127 -1.467 1.053
C: 5.428 -1.106 0.346
H: 6.222 -1.766 0.684
H: 5.324 -1.221 -0.730
H: 5.731 -0.085 0.560
H: 3.956 -2.538 0.928
H: 4.219 -1.267 2.122
H: 1.804 1.383 -0.868
H: 3.034 3.403 -0.143
H: 2.234 3.348 1.425
H: 0.027 3.711 0.328
H: 0.817 3.726 -1.260

Atom charges from the natural (NBO) analysis, given in e for atoms 1 to 6:
1 C -0.601
2 H 0.227
3 C -0.395
4 C -0.388
5 H 0.175
6 C -0.391